P) C4H9N4 | ωB97M-V/def2-TZVPD

```
17
C4H9N4 (ωB97M-V/def2-TZVPD)
C 1.83 0.37 0.25
C -0.37 -0.14 0.03
C 1.14 -0.46 -0.40
C -0.90 0.75 -0.79
N 2.50 1.37 0.72
N -0.87 -0.86 1.17
N 1.33 -1.50 -1.17
N -2.48 0.80 -0.38
H 2.18 2.18 0.18
H 2.62 1.37 1.73
H -0.17 -0.89 2.01
H -1.22 -1.76 0.89
H 2.06 -1.67 -1.93
H 0.59 -2.16 -1.13
H -2.73 1.05 0.59
H -2.82 -0.12 -0.74
H -2.67 1.66 -1.03
```

The calculation puts the HOMO-LUMO gap at 8.9046 eV. The net charge is +1.

***

Q) C4H9N4 | ωB97M-V/def2-TZVPD

```
17
C4H9N4 (ωB97M-V/def2-TZVPD)
C -0.65 0.78 2.10
C 0.27 0.51 1.01
N 1.45 0.79 0.84
N 2.17 0.53 -0.23
C 1.85 -0.44 -1.01
C 0.58 -1.22 -0.82
N -0.54 -0.55 -0.24
N -1.27 0.29 -1.05
H -1.66 0.60 1.77
H -0.65 1.68 2.71
H -0.39 -0.06 2.77
H 2.40 -0.76 -1.87
H 0.20 -1.68 -1.79
H 0.84 -2.13 -0.16
H -2.07 0.73 -0.50
H -1.69 -0.26 -1.97
H -0.82 1.21 -1.56
```

The SMILES is CC1=NN=CCN1[NH3+]. The calculation puts the HOMO-LUMO gap at 8.8953 eV. The net charge is +1.

***

What are the relative energies? In kcal/mol: P) 1.5; Q) 0.0.

***

P) C4H9N4 | ωB97M-V/def2-TZVPD

```
17
C4H9N4 (ωB97M-V/def2-TZVPD)
C 0.45 -1.80 1.90
N 0.39 -0.83 0.81
C 0.12 0.71 1.08
N -0.32 1.37 -0.22
C -0.14 0.81 -1.43
N -0.48 1.52 -2.49
C 0.18 -0.55 -1.45
N 0.22 -1.30 -0.36
H 0.11 -2.76 1.65
H 1.42 -1.74 2.30
H -0.25 -1.70 2.77
H -0.62 0.82 1.92
H 1.02 1.20 1.63
H -1.14 1.95 -0.17
H -0.67 0.95 -3.27
H -0.48 2.50 -2.38
H 0.18 -1.13 -2.28
```

The SMILES is CN1CNC(=[NH2+])C=N1. The calculation puts the HOMO-LUMO gap at 8.7406 eV. The net charge is +1.

***

Q) C4H9N4 | ωB97M-V/def2-TZVPD

```
17
C4H9N4 (ωB97M-V/def2-TZVPD)
C 0.06 -0.77 1.32
C 0.81 -1.72 0.84
C 0.24 0.42 0.53
C -1.75 0.56 0.09
N 1.65 -1.16 -0.08
N 1.33 0.04 -0.43
N 2.05 0.73 -1.26
N -1.79 0.90 -1.22
H -0.54 -0.64 2.22
H 0.98 -2.69 1.28
H 0.50 1.36 0.91
H -2.16 -0.38 0.32
H -2.16 1.29 0.65
H 2.04 1.71 -1.33
H -1.86 1.83 -1.60
H -1.77 0.22 -1.85
H 2.39 -1.69 -0.39
```

The calculation puts the HOMO-LUMO gap (spin up / spin down) at 7.5783 / 7.5792 eV. The net charge is +1.

***

What are the relative energies? In kcal/mol: P) 0.0; Q) 80.6.

***

P) C2H4NOP | ωB97M-V/def2-TZVPD

```
9
C2H4NOP (ωB97M-V/def2-TZVPD)
C 0.61 -0.50 0.93
C 1.37 -0.10 -0.16
N -0.13 -0.78 1.77
O -1.72 -0.17 -1.05
P -0.86 1.16 -0.81
H 2.13 0.65 0.00
H 1.53 -0.83 -0.93
H -1.79 -0.79 -0.31
H -1.14 1.38 0.55
```

The calculation puts the HOMO-LUMO gap at 8.0074 eV. The net charge is 0.

***

Q) C2H4NOP | ωB97M-V/def2-TZVPD

```
9
C2H4NOP (ωB97M-V/def2-TZVPD)
C -1.55 0.43 -0.58
C 1.04 -0.79 0.94
N -0.48 1.18 -0.96
O -1.22 -0.50 0.17
P 0.80 0.42 -0.17
H -2.46 0.59 -1.17
H 1.96 -1.20 1.29
H 0.21 -1.11 1.60
H 1.69 0.98 -1.11
```

The calculation puts the HOMO-LUMO gap at 9.1453 eV. The net charge is 0.

***

R) C2H4NOP | ωB97M-V/def2-TZVPD

```
9
C2H4NOP (ωB97M-V/def2-TZVPD)
C 0.44 1.20 -0.03
C -0.10 -0.22 -0.05
N 1.68 1.40 -0.15
O 2.36 0.23 -0.24
P 1.54 -1.15 0.02
H -0.16 2.07 0.10
H -0.94 -0.54 0.41
H -0.45 -0.02 -1.59
H 1.45 -1.00 1.38
```

The calculation puts the HOMO-LUMO gap at 9.8475 eV. The net charge is 0.

***

What are the relative energies? In kcal/mol: P) 0.0; Q) 27.2; R) 43.5.

***

P) C2H3N2O | ωB97M-V/def2-TZVPD

```
8
C2H3N2O (ωB97M-V/def2-TZVPD)
C 1.42 -1.21 0.03
C 0.32 -0.40 0.16
N 0.61 0.79 0.11
O 2.08 0.90 -0.01
N 2.56 -0.40 -0.16
H 1.42 -1.80 -0.71
H -0.63 -0.82 -0.15
H -0.08 1.56 0.05
```

The SMILES is c1c[nH+]on1. The calculation puts the HOMO-LUMO gap at 10.2970 eV. The net charge is +1.

***

Q) C2H3N2O | ωB97M-V/def2-TZVPD

```
8
C2H3N2O (ωB97M-V/def2-TZVPD)
C 1.86 -0.98 0.36
C -2.68 -0.01 0.32
N 1.14 -0.15 0.04
N 0.31 0.75 -0.34
O -3.72 -0.37 0.13
H 2.52 -1.72 0.74
H 0.37 1.65 0.08
H 0.20 0.83 -1.32
```

The calculation puts the HOMO-LUMO gap at 11.2942 eV. The net charge is +1.

***

What are the relative energies? In kcal/mol: P) 68.9; Q) 0.0.

***

P) C5H10BrI | ωB97M-V/def2-TZVPD

```
17
C5H10BrI (ωB97M-V/def2-TZVPD)
C 1.84 -0.04 0.90
C 0.75 0.56 0.42
Br 0.45 2.39 0.87
C -0.19 0.07 -0.65
C -1.57 -0.31 0.00
C -1.55 -1.41 1.13
H 2.47 0.33 1.64
H 1.87 -1.13 0.55
H 0.31 -0.78 -1.19
H -0.30 0.77 -1.43
H -2.06 0.51 0.53
H -2.38 -0.60 -0.68
H -1.50 -0.84 2.07
H -0.73 -2.10 0.72
H -2.55 -1.94 1.10
I 2.75 1.49 -3.10
H 2.38 3.02 -2.89
```

The SMILES is C=C(Br)CCC.I. The calculation puts the HOMO-LUMO gap at 9.8382 eV. The net charge is 0.

***

Q) C5H10BrI | ωB97M-V/def2-TZVPD

```
17
C5H10BrI (ωB97M-V/def2-TZVPD)
C -2.00 2.11 -0.49
C 2.84 -1.84 0.81
C -2.01 0.56 -0.75
C -1.18 -0.17 0.34
C 3.02 -0.41 0.62
Br -0.92 -2.09 -0.21
I 4.86 0.12 -0.28
H -1.99 2.62 -1.38
H -1.19 2.29 0.09
H -2.84 2.33 0.00
H 3.82 -2.30 0.95
H 2.25 -2.08 -0.04
H 2.02 -1.88 1.46
H -1.69 0.55 -1.78
H -3.11 0.12 -0.86
H -0.11 0.10 0.32
H -1.78 -0.03 1.19
```

The calculation puts the HOMO-LUMO gap at 7.9250 eV. The net charge is 0.

***

What are the relative energies? In kcal/mol: P) 0.0; Q) 77.3.

***

P) C5H8 | ωB97M-V/def2-TZVPD

```
13
C5H8 (ωB97M-V/def2-TZVPD)
C -0.99 -0.65 -0.47
C 0.53 -0.78 -0.82
C 0.90 0.13 -1.85
C 0.22 0.98 1.16
C 0.01 -0.40 0.58
H -1.52 0.20 -0.88
H -1.53 -1.59 -0.51
H 0.85 -1.82 -0.91
H 0.56 1.14 -1.53
H 1.28 1.21 1.26
H -0.24 1.05 2.15
H -0.23 1.75 0.53
H 0.16 -1.22 1.29
```

The calculation puts the HOMO-LUMO gap at 8.4410 eV. The net charge is 0.

***

Q) C5H8 | ωB97M-V/def2-TZVPD

```
13
C5H8 (ωB97M-V/def2-TZVPD)
C -0.74 -0.91 -0.28
C 0.73 -0.71 -0.75
C 0.95 0.30 0.38
C 0.02 1.44 0.16
C -0.63 0.24 0.70
H -1.54 -0.79 -1.00
H -0.83 -1.87 0.22
H 1.37 -1.60 -0.72
H 0.82 -0.28 -1.75
H 1.05 -0.08 1.39
H -0.25 1.66 -0.87
H 0.13 2.31 0.80
H -1.07 0.27 1.70
```

The SMILES is C1C[C@H]2C[C@@H]12. The calculation puts the HOMO-LUMO gap at 9.5618 eV. The net charge is 0.

***

R) C5H8 | ωB97M-V/def2-TZVPD

```
13
C5H8 (ωB97M-V/def2-TZVPD)
C -2.38 -0.35 -0.34
C -1.15 0.07 0.02
C 0.04 -0.38 -0.72
C 1.33 -0.23 -0.38
C 1.75 0.59 0.82
H -2.60 -0.84 -1.27
H -3.37 -0.06 0.11
H -0.99 0.65 0.91
H -0.24 -0.96 -1.61
H 2.11 -0.88 -0.91
H 1.70 -0.18 1.68
H 2.86 1.07 0.64
H 0.95 1.49 1.06
```

The SMILES is C=C/C=C\C. The calculation puts the HOMO-LUMO gap at 9.6075 eV. The net charge is 0.

***

S) C5H8 | ωB97M-V/def2-TZVPD

```
13
C5H8 (ωB97M-V/def2-TZVPD)
C 2.50 0.20 -0.60
C 1.17 -0.09 -0.08
C 0.13 -0.40 0.46
C -1.29 -0.56 0.77
C -1.92 0.31 -0.51
H 3.23 0.20 0.21
H 2.80 -0.57 -1.32
H 2.56 1.17 -1.10
H -1.55 -1.64 0.79
H -1.49 -0.17 1.79
H -1.55 1.34 -0.31
H -2.98 0.50 -0.78
H -1.59 -0.27 -1.39
```

The SMILES is CC#CCC. The calculation puts the HOMO-LUMO gap at 10.3613 eV. The net charge is 0.

***

What are the relative energies? In kcal/mol: P) 52.6; Q) 19.4; R) 0.0; S) 7.3.

***

P) C5H8 | ωB97M-V/def2-TZVPD

```
13
C5H8 (ωB97M-V/def2-TZVPD)
C -0.70 -2.33 0.67
C -0.61 -1.43 -0.29
C 0.34 -0.26 -0.13
C -0.07 0.98 -0.37
C 0.66 2.21 -0.07
H -1.26 -3.27 0.52
H -0.13 -2.59 1.56
H -1.16 -1.40 -1.22
H 1.25 -0.59 0.36
H -0.98 1.10 -1.00
H 1.54 1.97 0.54
H 0.08 2.96 0.47
H 1.03 2.65 -1.05
```

The SMILES is C=C/C=C/C. The calculation puts the HOMO-LUMO gap at 10.1136 eV. The net charge is 0.

***

Q) C5H8 | ωB97M-V/def2-TZVPD

```
13
C5H8 (ωB97M-V/def2-TZVPD)
C -0.51 -0.06 -1.35
C -1.24 -0.21 -0.24
C -0.44 -0.73 0.94
C 0.93 -0.05 0.72
C 0.73 0.59 -0.69
H -0.92 0.31 -2.29
H -2.14 0.37 -0.13
H -0.92 -0.51 1.90
H -0.37 -1.83 0.84
H 1.12 0.69 1.51
H 1.78 -0.74 0.71
H 0.46 1.66 -0.53
H 1.53 0.52 -1.38
```

The SMILES is C1=CCCC1. The calculation puts the HOMO-LUMO gap at 9.1980 eV. The net charge is 0.

***

What are the relative energies? In kcal/mol: P) 0.0; Q) 14.3.

***

P) C3H6N2O2 | ωB97M-V/def2-TZVPD

```
13
C3H6N2O2 (ωB97M-V/def2-TZVPD)
C -1.90 0.65 -0.19
C -0.85 -0.40 0.01
O -1.11 -1.57 0.10
C 0.54 0.20 0.32
N 1.40 -0.90 -0.02
N 2.73 -0.78 -0.21
O 3.18 0.34 -0.40
H -2.89 0.20 -0.20
H -1.86 1.41 0.58
H -1.74 1.14 -1.15
H 0.77 1.05 -0.33
H 0.64 0.52 1.37
H 1.07 -1.85 0.11
```

The SMILES is CC(=O)CNN=O. The calculation puts the HOMO-LUMO gap at 9.8807 eV. The net charge is 0.

***

Q) C3H6N2O2 | ωB97M-V/def2-TZVPD

```
13
C3H6N2O2 (ωB97M-V/def2-TZVPD)
H -2.57 1.04 -0.98
N -1.80 0.66 -0.43
C -1.75 -0.60 -0.54
O -0.83 -1.36 0.08
C 0.18 -0.63 0.75
C 1.10 0.05 -0.26
N 2.04 0.87 0.31
O 1.07 -0.20 -1.45
H -2.41 -1.24 -1.13
H -0.26 0.11 1.44
H 0.74 -1.37 1.33
H 2.59 1.41 -0.34
H 1.89 1.26 1.22
```

The SMILES is [H]/N=C/OCC(N)=O. The calculation puts the HOMO-LUMO gap at 10.7931 eV. The net charge is 0.

***

R) C3H6N2O2 | ωB97M-V/def2-TZVPD

```
13
C3H6N2O2 (ωB97M-V/def2-TZVPD)
C 0.91 1.42 0.04
N 0.00 0.30 0.03
C -1.36 0.53 0.04
O -2.24 -0.29 0.01
C 0.59 -1.00 0.00
N -0.25 -2.01 -0.01
O 1.80 -1.10 0.00
H 1.65 1.45 0.92
H 1.47 1.36 -0.95
H 0.38 2.38 0.04
H -1.59 1.52 -0.02
H -0.10 -2.96 -0.08
H -1.24 -1.59 -0.01
```

The SMILES is CN(C=O)C(N)=O. The calculation puts the HOMO-LUMO gap at 10.9478 eV. The net charge is 0.

***

What are the relative energies? In kcal/mol: P) 63.2; Q) 7.1; R) 0.0.